Entry 1:
Entry from OMol25: a molecular structure, C22H63BF3HgO11S (ωB97M-V with the def2-TZVPD basis set).

Atoms and positions in Å:
C (7.076, 32.210, -1.647)
C (6.607, 36.616, 3.244)
H (7.274, 37.477, 3.207)
H (7.119, 32.356, 5.642)
H (-1.228, 29.898, 6.140)
H (7.730, 32.541, -0.837)
H (1.995, 26.255, -1.117)
H (1.863, 27.373, -2.528)
H (3.871, 33.190, -2.718)
H (6.590, 33.926, 5.040)
H (4.716, 31.639, -3.062)
O (-2.291, 31.278, 0.712)
H (1.651, 27.132, 2.940)
H (5.561, 36.893, 3.125)
C (2.662, 29.181, 2.719)
S (3.588, 33.779, 2.065)
H (0.042, 29.058, 3.990)
H (7.098, 31.121, -1.621)
H (0.885, 37.109, 1.843)
H (3.425, 30.466, 4.269)
H (-2.907, 31.125, -0.008)
H (-0.324, 30.703, 3.515)
C (-0.705, 29.676, 3.490)
H (-3.788, 33.373, 2.248)
H (3.045, 38.710, 1.209)
H (6.793, 34.530, -1.448)
B (3.533, 37.767, 0.770)
H (2.829, 37.115, 0.091)
H (1.458, 36.916, 3.376)
O (4.381, 32.635, 2.421)
H (-3.541, 34.298, 0.780)
H (1.950, 29.689, 4.785)
H (1.123, 27.781, -1.102)
H (6.402, 34.626, 2.291)
H (2.334, 27.512, 1.487)
F (2.099, 32.176, 0.655)
H (4.801, 32.065, 5.055)
H (3.779, 32.512, 7.709)
C (5.024, 32.695, 5.916)
F (1.394, 32.457, 2.660)
H (4.492, 37.993, 0.167)
O (1.534, 36.674, 2.433)
O (6.467, 36.097, 0.857)
H (5.354, 33.133, -3.640)
C (-1.913, 30.487, 5.530)
H (8.927, 35.119, 2.860)
H (3.551, 28.800, 4.649)
H (3.449, 27.170, 2.726)
C (2.505, 27.693, 2.562)
H (3.885, 30.455, 1.872)
H (7.015, 36.849, 0.602)
C (6.895, 35.586, 2.151)
H (-0.747, 29.316, 2.461)
C (-1.517, 33.225, -0.331)
O (5.873, 34.276, -1.303)
H (7.569, 32.444, -2.597)
O (3.945, 34.436, 0.806)
H (6.791, 36.124, 4.197)
H (2.628, 29.901, -2.252)
C (-3.507, 33.288, 1.199)
O (4.292, 27.853, -1.971)
H (4.457, 30.968, 7.219)
H (3.859, 37.105, 1.663)
H (-2.168, 32.894, -1.145)
C (2.039, 27.286, -1.451)
H (-4.257, 32.719, 0.653)
C (2.865, 29.527, 4.216)
C (8.388, 35.281, 1.920)
H (-1.371, 34.304, -0.376)
Hg (4.572, 36.101, -0.576)
H (3.949, 34.027, 4.914)
C (4.835, 32.685, -2.785)
H (3.472, 28.001, -0.020)
H (-0.609, 32.673, -0.583)
H (-2.493, 28.804, 4.409)
C (6.463, 33.214, 5.851)
O (3.869, 29.508, 2.048)
H (6.875, 33.649, 6.762)
C (4.639, 32.044, 7.232)
H (-2.909, 30.569, 5.966)
H (8.453, 34.329, 1.393)
H (-2.550, 30.893, 2.571)
H (2.462, 36.891, 2.009)
H (-1.533, 31.499, 5.384)
H (5.097, 28.180, -1.558)
C (3.199, 28.160, -1.069)
H (1.763, 29.636, 2.290)
C (-2.085, 29.790, 4.174)
C (5.706, 32.877, -1.554)
O (4.211, 33.905, 5.838)
F (1.087, 34.014, 1.190)
O (3.396, 34.711, 3.167)
C (2.899, 29.643, -1.229)
O (-2.945, 30.598, 3.404)
C (1.917, 33.068, 1.619)
H (5.221, 32.394, -0.701)
C (-2.110, 32.681, 0.988)
H (2.114, 29.841, -0.492)
H (8.944, 36.086, 1.437)
H (-1.431, 32.773, 1.832)
H (5.427, 32.186, 7.981)
H (3.766, 30.254, -0.965)

Values from the calculation:
Total charge: +1
Lowest unoccupied orbital energy in Eh: -0.2055
Highest occupied orbital energy in Eh: -0.4105
Kohn-Sham gap in eV: 5.58

Entry 2:
Entry from OMol25: a molecular structure, C22H63F3KO31P7S (ωB97M-V with the def2-TZVPD basis set).

Atoms and positions in Å:
C (-24.494, -10.427, 18.772)
H (-17.464, -16.558, 8.760)
H (-23.935, -15.782, 8.865)
C (-23.872, -11.446, 21.929)
H (-23.950, -7.578, 22.685)
O (-20.476, -8.114, 14.342)
H (-14.321, -6.973, 13.100)
P (-23.592, -17.575, 11.007)
H (-23.687, -16.915, 7.580)
O (-22.566, -16.430, 11.523)
S (-20.330, -9.248, 13.397)
H (-22.354, -7.670, 22.075)
O (-21.494, -9.342, 12.486)
C (-16.770, -12.818, 10.636)
H (-24.962, -10.453, 17.788)
O (-21.081, -1.315, 9.966)
O (-13.416, -7.563, 14.938)
H (-24.052, -14.234, 4.096)
H (-23.335, -11.519, 22.875)
H (-23.154, -11.179, 21.153)
H (-14.571, -11.980, 8.728)
H (-18.652, -16.428, 7.509)
C (-17.583, -16.328, 7.701)
C (-20.594, -5.066, 9.701)
F (-21.619, -10.842, 15.229)
H (-10.994, -8.542, 16.552)
C (-26.052, -8.230, 5.270)
O (-23.728, -8.545, 20.807)
O (-26.654, -5.250, 6.296)
O (-25.448, -10.046, 19.754)
O (-22.266, -13.110, 4.051)
C (-25.386, -7.018, 9.560)
O (-16.355, -12.552, 7.690)
H (-23.515, -1.139, 10.907)
H (-17.091, -17.052, 7.052)
H (-20.627, -16.825, 12.172)
O (-13.681, -9.359, 16.621)
O (-24.252, -6.073, 7.064)
H (-26.834, -8.958, 5.052)
H (-26.247, -7.375, 4.623)
C (-23.609, -2.200, 11.138)
H (-25.048, -8.632, 5.137)
O (-20.357, -2.890, 11.944)
H (-15.201, -9.542, 18.093)
H (-22.688, -6.906, 5.986)
H (-24.290, -12.439, 21.764)
C (-21.645, -16.755, 12.557)
O (-23.653, -18.809, 11.847)
H (-20.714, -11.597, 7.980)
C (-21.578, -12.242, 7.823)
H (-20.018, -10.138, 5.510)
H (-14.527, -11.015, 17.454)
H (-26.294, -15.949, 12.259)
P (-16.253, -14.037, 8.356)
H (-23.210, -14.265, 2.549)
H (-22.340, -16.183, 8.264)
C (-23.070, -14.313, 3.629)
O (-23.880, -12.315, 5.830)
O (-21.957, -10.818, 5.025)
O (-24.991, -16.733, 11.039)
O (-15.252, -7.310, 16.811)
H (-23.590, -9.826, 18.870)
H (-21.482, -5.449, 10.203)
O (-21.417, -12.768, 6.531)
H (-15.678, -10.740, 8.398)
H (-22.838, -5.284, 5.664)
C (-20.577, -10.720, 4.777)
H (-26.577, -17.697, 11.549)
O (-26.063, -7.814, 6.573)
O (-23.210, -17.727, 9.413)
O (-22.671, -3.081, 10.658)
H (-25.953, -7.688, 10.205)
C (-25.943, -16.956, 12.036)
H (-24.638, -7.644, 9.073)
H (-19.691, -5.394, 10.216)
C (-14.256, -7.800, 13.807)
C (-23.466, -6.153, 5.860)
C (-15.293, -11.667, 7.974)
H (-16.099, -12.043, 10.267)
H (-21.851, -15.877, 13.170)
H (-23.446, -6.476, 21.424)
O (-17.192, -13.817, 9.701)
C (-14.270, -10.001, 17.762)
H (-20.113, -11.692, 4.610)
P (-22.489, -12.274, 5.457)
O (-12.584, -7.281, 17.346)
C (-20.506, -10.890, 14.390)
H (-17.538, -12.319, 11.227)
H (-24.588, -2.573, 10.838)
H (-13.840, -8.610, 13.207)
H (-19.257, -0.516, 9.922)
O (-19.074, -9.233, 12.647)
H (-20.712, -5.495, 8.706)
O (-17.144, -14.999, 7.326)
C (-23.384, -7.513, 21.756)
C (-23.300, -16.611, 8.552)
C (-11.198, -7.523, 16.883)
F (-19.431, -11.149, 15.124)
O (-26.246, -8.385, 21.589)
H (-24.863, -6.424, 10.310)
H (-25.602, -17.441, 12.950)
P (-25.905, -6.257, 7.076)
O (-26.275, -6.328, 8.638)
H (-13.526, -9.905, 18.553)
H (-14.827, -11.345, 7.043)
P (-21.118, -2.749, 10.661)
H (-22.416, -11.560, 7.962)
H (-19.906, -0.253, 11.466)
P (-13.860, -7.754, 16.479)
H (-24.256, -11.475, 18.956)
H (-23.617, -2.163, 12.227)
H (-10.438, -7.133, 17.560)
P (-25.144, -9.238, 21.101)
O (-24.799, -10.446, 22.152)
H (-16.327, -13.245, 11.535)
H (-20.584, 0.634, 10.099)
H (-20.499, -10.063, 3.911)
H (-15.202, -8.176, 14.197)
K (-18.737, -4.763, 15.687)
C (-20.209, -0.337, 10.422)
H (-21.937, -17.608, 13.169)
H (-21.656, -13.089, 8.505)
H (-24.084, -6.393, 4.994)
F (-20.857, -11.837, 13.505)
O (-14.926, -14.560, 8.717)
H (-22.637, -15.287, 3.858)
O (-20.595, -3.699, 9.466)
H (-11.116, -6.934, 15.969)

Values from the calculation:
Lowest unoccupied orbital energy in Eh: -0.0618
Highest occupied orbital energy in Eh: -0.3094
Kohn-Sham gap in eV: 6.74

Entry 3:
Entry from OMol25: 8 unconnected molecules or ions with the total composition C22H63N3O13 (ωB97M-V with the def2-TZVPD basis set).

Atoms and positions in Å:
H (-2.005, -0.005, 0.824)
H (7.615, 3.077, 1.880)
C (-0.106, -1.148, 0.718)
H (3.172, -1.738, 6.115)
H (8.178, 3.882, 0.537)
H (3.235, -1.625, -2.954)
O (2.642, -3.521, -4.428)
N (5.411, 0.514, -1.541)
O (2.125, -2.839, -1.765)
C (-1.903, 4.796, 2.818)
H (5.548, 1.975, 1.440)
H (-1.742, -0.588, -0.754)
C (-4.084, -1.084, -2.374)
C (-5.184, -2.353, -0.719)
H (0.103, -5.106, 3.688)
H (2.661, -4.281, -5.014)
H (1.018, -3.656, 3.795)
C (-2.023, -2.485, -2.768)
H (-2.370, 6.618, 3.574)
O (-4.137, -1.435, -1.041)
H (1.044, -0.800, 2.288)
H (-2.197, -2.808, -1.742)
C (2.424, -1.445, 5.378)
O (1.991, -5.446, 4.469)
H (-4.310, 4.111, -3.509)
O (2.916, 0.860, 4.811)
O (0.597, -0.240, 1.649)
H (0.764, -4.291, 1.526)
H (0.747, -1.462, 0.116)
H (1.003, 0.122, 5.209)
H (6.616, 0.594, 1.002)
C (6.008, 1.416, 0.625)
H (-6.838, 5.579, -2.138)
C (-1.516, 4.238, 1.422)
H (1.525, -2.058, 5.445)
C (2.049, 0.038, 5.501)
H (2.516, -4.444, 2.003)
H (4.635, -3.391, -3.965)
C (-6.947, 4.944, -3.017)
C (7.934, 2.869, 0.858)
C (-1.201, -0.277, 0.140)
H (-5.804, 2.672, -0.430)
C (1.505, -4.837, 2.110)
H (-4.873, 1.165, -0.492)
H (3.437, 0.420, 1.185)
H (-3.492, -0.169, -2.351)
H (6.373, 0.214, -1.473)
H (-4.129, -1.436, -4.966)
H (-4.632, 1.727, -2.770)
H (-0.479, -2.022, 1.252)
C (3.918, -0.051, 0.327)
C (3.344, -2.564, -2.412)
H (3.703, -4.665, -3.112)
N (-2.967, 2.601, -2.106)
H (-5.047, -0.851, -2.827)
H (-4.123, 2.680, -0.003)
H (-6.008, -2.358, -1.432)
O (-6.220, 3.778, -2.841)
H (-4.675, -3.317, -0.719)
H (-5.677, -2.211, 0.243)
H (1.922, 0.200, 6.571)
H (-2.699, 3.533, -1.824)
C (-4.841, 2.236, -0.693)
H (3.565, -2.511, 4.096)
H (4.396, -0.980, 0.637)
O (6.854, 2.455, 0.065)
H (-4.029, -3.060, -3.383)
H (1.595, -3.122, -2.514)
H (-6.577, 5.578, -3.822)
H (-0.461, 4.451, 1.252)
H (-4.579, 4.700, -1.907)
H (2.258, -6.272, 4.058)
H (3.262, 0.205, 4.200)
H (8.809, 2.219, 0.850)
H (-1.526, -3.293, -3.306)
H (-1.401, -1.598, -2.648)
H (-1.568, 3.151, 1.357)
C (4.892, 0.969, -0.264)
H (-3.000, -0.523, -4.585)
N (-3.187, -1.515, -4.611)
H (2.149, -6.368, 1.054)
H (4.097, -2.601, -1.625)
O (-1.917, 6.203, 2.837)
C (-3.454, -2.142, -3.260)
H (4.836, -0.147, -2.044)
O (3.108, -1.669, 4.032)
C (1.116, -4.719, 3.574)
C (-4.389, 2.512, -2.054)
O (-0.646, 1.010, -0.283)
O (1.485, -6.209, 1.729)
H (3.083, -0.201, -0.358)
H (-1.993, 5.810, 0.210)
H (-7.960, 4.828, -3.402)
H (0.221, 1.226, 0.068)
C (3.691, -3.639, -3.479)
H (-2.923, 4.499, 3.063)
O (-2.191, 4.875, 0.294)
H (4.437, 1.918, -0.547)
C (-4.827, 3.878, -2.578)
H (-1.208, 4.297, 3.494)
H (-2.463, 1.935, -1.539)

Values from the calculation:
SMILES: COC[C@H](C)N.COC[C@H](C)N.COC[C@H](C)N.OCCO.OCCO.OCCO.OCCO.OCCO
Relative energy (zero: lowest compared OMol25 entry of this formula, charge and spin) in kcal per mole: 85.0
Lowest unoccupied orbital energy in Eh: 0.0088
Highest occupied orbital energy in Eh: -0.3069
Kohn-Sham gap in eV: 8.59

Entry 4:
Entry from OMol25: a molecular structure, C22H64AgO12S10 (ωB97M-V with the def2-TZVPD basis set).

Atoms and positions in Å:
H (2.146, 0.338, 2.542)
H (-0.110, -2.633, -4.867)
H (-0.278, -3.212, 4.197)
O (1.247, 3.531, 4.305)
C (-2.996, -0.175, -4.695)
H (-3.709, 1.961, -1.762)
H (-1.773, 3.408, 0.283)
C (-4.956, -1.027, 0.947)
H (0.817, 2.610, -2.188)
O (2.385, -5.913, -3.591)
H (4.155, -3.150, 5.484)
S (2.909, -4.533, 3.856)
C (1.818, 2.628, -2.618)
H (1.667, -5.207, -0.948)
H (3.163, -1.095, -0.296)
H (-0.582, 1.519, 4.125)
C (-3.451, 3.777, -3.919)
H (-5.783, -0.376, 1.234)
H (-0.687, 4.435, 1.400)
H (3.291, 1.407, 3.568)
S (1.789, -4.566, -3.302)
C (3.947, -0.680, -0.930)
H (-2.562, 7.028, -1.067)
H (-0.073, 3.181, 0.279)
H (-3.034, 5.397, -0.908)
H (-5.326, -1.891, 0.396)
H (1.493, 0.279, -4.117)
H (2.475, -2.325, -3.821)
H (-1.319, 1.097, -0.033)
C (-2.335, 6.126, -0.498)
H (2.909, -4.012, -1.243)
S (1.708, 2.724, -4.406)
C (-3.486, 0.296, 2.759)
O (5.970, -2.075, -0.248)
H (1.857, -4.644, 1.606)
H (-0.338, 0.789, 2.494)
H (-1.606, -2.607, -3.980)
S (-0.712, 5.279, -0.850)
C (-0.380, 1.712, 3.071)
H (-3.679, 3.935, -4.973)
H (-2.779, 0.490, 1.952)
Ag (-1.878, -2.022, -0.101)
O (-5.416, 5.106, -2.439)
H (-0.389, -1.407, -3.597)
H (-3.805, 3.496, -0.895)
H (-3.649, -0.951, -4.297)
H (1.196, 0.626, -0.327)
C (4.812, -0.485, 1.627)
H (4.186, 0.394, 1.783)
H (4.571, -2.828, 3.835)
H (2.326, 3.538, -2.299)
H (-1.418, -1.959, 4.305)
H (-2.697, 4.459, -3.527)
H (0.947, 0.789, -5.685)
H (-0.064, -1.642, 3.299)
C (-0.951, 0.571, -0.915)
C (-4.361, 2.802, -1.526)
H (3.897, -1.341, -1.795)
H (2.437, 1.761, -2.385)
O (-2.901, -2.226, 2.044)
H (-0.396, -3.656, 6.756)
H (-0.335, -2.463, 7.999)
H (3.165, -3.446, -4.982)
O (1.606, -4.680, 4.654)
O (0.562, -1.025, 0.630)
O (3.166, 2.647, -4.927)
H (-0.791, 1.456, -1.531)
C (-0.563, -2.595, 6.941)
C (-0.836, 3.943, 0.439)
C (1.879, -4.279, -1.479)
H (4.224, -1.354, 1.922)
H (-4.293, 1.023, 2.665)
S (-5.032, 3.700, -2.931)
C (-0.342, -2.125, 4.236)
H (-1.163, 2.341, 2.649)
H (1.208, -3.499, -1.122)
O (-0.242, -0.140, 5.894)
C (0.957, 1.075, -4.634)
H (-5.167, 2.434, -0.891)
H (3.911, -3.345, -3.376)
H (-1.624, -2.369, 6.840)
C (2.284, 1.041, 3.363)
S (0.433, -1.501, 5.748)
S (1.291, 2.575, 3.062)
H (3.230, -3.487, 1.640)
H (-0.064, 1.078, -4.252)
C (3.720, -2.992, 4.497)
H (5.635, -0.393, 2.336)
H (-3.108, 0.386, 3.777)
H (1.938, 0.636, 4.314)
H (-2.982, 2.794, -3.951)
C (2.383, -3.892, 2.194)
C (-0.843, -1.963, -4.417)
S (-4.095, -1.401, 2.472)
O (-2.115, -0.070, -1.465)
H (-2.461, 6.320, 0.567)
C (0.454, -0.153, -0.502)
S (-1.545, -0.821, -5.672)
H (3.043, -2.143, 4.398)
H (-2.568, 0.536, -3.988)
C (2.969, -3.292, -3.921)
H (-4.210, -0.553, 0.309)
S (5.511, -0.638, -0.070)
O (0.324, 6.259, -0.375)
H (1.730, -3.038, 2.377)
H (-3.648, 0.475, -5.278)
H (3.644, 0.342, -1.161)
O (-2.318, -1.647, -6.683)
H (0.840, -0.610, -1.414)

Values from the calculation:
Total charge: -1
Lowest unoccupied orbital energy in Eh: 0.0572
Highest occupied orbital energy in Eh: -0.2020
Kohn-Sham gap in eV: 7.05